14
Properties=species:S:1:pos:R:3 method="wB97M-V/def2-TZVPD" charge=-1 relative_energy_kj_mol=197.63 e_lumo_ev=4.2 homo_energy_ha=-0.1015 gap_ev=6.959 fmax_ev_per_a=5.2
C -0.15725 -2.62306 0.42517
C 0.30723 -0.06364 -1.37425
C -0.73517 0.46816 0.91492
C 0.18790 -0.47632 0.14647
O 0.95856 -2.96838 0.85875
O -1.30017 -2.86536 0.24525
O 1.51885 -0.21956 0.61614
H 0.80638 -0.92624 -1.92436
H 0.81306 0.91711 -1.57513
H -0.71955 -0.20061 -1.82383
H -1.18552 1.17945 0.15661
H -0.20269 1.00917 1.66384
H -1.64479 -0.08228 1.35459
H 1.74604 -1.13492 0.81434